Entry from OMol25: a gas-phase ion, C5H12NO (charge -1) (the ωB97M-V functional and the def2-TZVPD basis).

Cartesian coordinates (Å):
C1 0.0966 -0.3906 2.7131
C2 0.3022 -1.3415 1.5369
C3 0.7512 -0.5939 0.2837
N1 -0.3923 -0.0786 -0.4632
C4 -0.0983 0.2827 -1.8515
C5 -0.7661 1.5634 -2.3757
O1 -0.1839 2.0747 -3.4674
H1 1.0574 0.0514 3.0149
H2 -0.2821 -0.8021 3.6524
H3 -0.5698 0.4115 2.3826
H4 -0.6387 -1.8459 1.3171
H5 0.9937 -2.1606 1.7710
H6 1.4909 0.1830 0.4966
H7 1.1924 -1.3374 -0.3886
H8 -0.8547 0.6919 -0.0029
H9 0.9753 0.2787 -2.1021
H10 -0.3954 -0.5569 -2.5068
H11 -0.8230 2.2619 -1.4777
H12 -1.8553 1.3083 -2.5323

ΔE to the lowest compared entry with this formula, charge and spin: 84.45 kJ/mol
HOMO-LUMO gap: 0.2086 Eh
SMILES string: CCCNCC[O-]
Highest occupied orbital energy: -2.1471 eV
Charge: -1